[1]
The following is a DFT calculation (ωB97M-V/def2-TZVPD) of a cluster of 2 separate species, C6H9Br2F2NOS in total in a non-equilibrium geometry.

Its charge is 0. For the frontier orbital gap, the calculation gives 10.402 eV. The SMILES is O=C1N[C@](F)(S)C[C@@H]1F.BrCCBr. The spin multiplicity is 1. The calculation puts the total energy at -6109.9549 Eh. The HOMO energy comes out at -0.3660 Eh. The value obtained for the molecular weight is 341.01 g mol⁻¹.

CARTESIAN COORDINATES (ANGSTROEM)
O1 3.224 -2.642 2.554
C1 2.418 -2.164 1.884
N1 2.490 -0.819 1.368
C2 1.230 -0.557 0.633
F1 1.337 -0.868 -0.656
S1 0.944 1.237 0.787
C3 0.204 -1.461 1.301
C4 1.093 -2.711 1.372
F2 0.579 -3.789 1.972
H1 2.358 -0.276 2.221
H2 2.126 1.681 0.321
H3 -0.117 -1.139 2.277
H4 -0.582 -1.638 0.581
H5 1.279 -2.972 0.330
Br1 -1.121 0.692 -3.156
C5 -2.369 2.160 -2.879
C6 -2.315 2.669 -1.465
Br2 -3.227 1.468 -0.237
H6 -3.352 1.794 -3.158
H7 -2.060 2.936 -3.576
H8 -2.839 3.619 -1.379
H9 -1.300 2.781 -1.096

These are the Löwdin partial charges, in e, on atoms 1 to 5: 0.192, -0.422, 0.087, -0.866, 0.023

---

[2]
The following is a DFT calculation (ωB97M-V/def2-TZVPD) of a structure of composition C25H22N6O2PbSe.

Its charge is +2. For the frontier orbital gap, the calculation gives 5.709 eV. For the relative energy (zero: lowest compared OMol25 entry of this formula, charge and spin), the calculation gives 0.0 kJ/mol. The spin multiplicity is 1. The calculation puts the total energy at -4038.6207 Eh. The HOMO energy comes out at -0.5082 Eh. The value obtained for the molecular weight is 724.65 g mol⁻¹.

CARTESIAN COORDINATES (ANGSTROEM)
Pb1 -0.280 -1.224 0.262
O1 -0.999 0.033 2.321
C1 -0.516 0.762 3.205
C2 -1.010 0.693 4.555
C3 -0.502 1.474 5.529
C4 0.556 2.422 5.280
C5 1.068 2.544 4.047
C6 0.582 1.736 2.939
C7 1.173 1.944 1.744
N1 0.873 1.279 0.539
N2 1.557 1.712 -0.402
C8 1.278 1.006 -1.672
O2 0.545 0.023 -1.660
C9 1.938 1.564 -2.819
C10 2.790 2.675 -2.700
C11 3.413 3.175 -3.826
C12 3.196 2.578 -5.061
C13 2.352 1.474 -5.187
C14 1.723 0.968 -4.073
H1 -1.802 -0.020 4.741
H2 -0.890 1.397 6.537
H3 0.921 3.022 6.101
H4 1.860 3.248 3.831
H5 1.955 2.689 1.627
H6 2.963 3.131 -1.738
H7 4.073 4.027 -3.744
H8 3.689 2.973 -5.940
H9 2.196 1.020 -6.155
H10 1.061 0.115 -4.150
N3 4.200 -3.700 -4.384
C15 3.653 -3.932 -3.403
C16 2.985 -4.194 -2.163
C17 3.211 -5.352 -1.425
C18 2.525 -5.510 -0.232
C19 1.650 -4.518 0.177
N4 1.429 -3.405 -0.528
C20 2.083 -3.253 -1.675
H11 3.903 -6.102 -1.780
H12 2.665 -6.392 0.376
H13 1.105 -4.620 1.107
H14 1.893 -2.350 -2.244
C21 -4.137 -1.756 2.162
N5 -4.272 -0.458 1.518
C22 -4.947 0.617 2.042
C23 -4.856 1.623 1.141
N6 -4.121 1.150 0.082
C24 -3.824 1.889 -1.139
C25 -3.765 -0.122 0.321
Se1 -2.854 -1.244 -0.883
H15 -4.875 -1.822 2.956
H16 -3.139 -1.859 2.583
H17 -4.317 -2.543 1.434
H18 -5.443 0.565 2.993
H19 -5.258 2.620 1.152
H20 -4.259 2.880 -1.052
H21 -4.253 1.374 -1.995
H22 -2.747 1.970 -1.270

These are the Löwdin partial charges, in e, on atoms 1 to 5: 1.308, -0.175, -0.311, 0.008, 0.000

---

[3]
The following is a DFT calculation (ωB97M-V/def2-TZVPD) of an isolated molecule of C3H3N3OS in a non-equilibrium geometry.

Its charge is 0. For the frontier orbital gap, the calculation gives 7.818 eV. The SMILES is OC1=N/C(=C/S)N=N1. For the relative energy (zero: lowest compared OMol25 entry of this formula, charge and spin), the calculation gives 217.1 kJ/mol. The spin multiplicity is 1. The calculation puts the total energy at -753.7701 Eh. The HOMO energy comes out at -0.3305 Eh. The value obtained for the molecular weight is 129.14 g mol⁻¹.

CARTESIAN COORDINATES (ANGSTROEM)
C1 1.658 -0.661 0.011
C2 0.405 -0.139 -0.002
C3 -1.648 0.102 0.004
H1 2.570 1.414 -0.002
H2 1.755 -1.745 -0.012
H3 -3.165 -0.977 0.001
N1 0.156 1.238 0.001
N2 -1.100 1.406 0.004
N3 -0.789 -0.857 0.003
O1 -2.972 -0.013 -0.005
S1 3.130 0.231 -0.002

These are the Löwdin partial charges, in e, on atoms 1 to 5: -0.404, -0.454, -0.481, -0.137, 0.081

---

[4]
The following is a DFT calculation (ωB97M-V/def2-TZVPD) of a structure of composition C30H83AsF6N13O12 in a non-equilibrium geometry.

Its charge is -1. For the frontier orbital gap, the calculation gives 8.772 eV. For the relative energy (zero: lowest compared OMol25 entry of this formula, charge and spin), the calculation gives 658.6 kJ/mol. The spin multiplicity is 1. The calculation puts the total energy at -5642.4109 Eh. The HOMO energy comes out at -0.2489 Eh. The value obtained for the molecular weight is 1006.98 g mol⁻¹.

CARTESIAN COORDINATES (ANGSTROEM)
As1 -0.676 1.239 0.509
F1 0.121 2.267 1.856
F2 -2.106 2.012 1.230
F3 -1.654 0.317 -0.676
F4 0.841 0.445 0.018
F5 -0.957 -0.075 1.738
F6 -0.534 2.544 -0.698
C1 2.668 -3.712 4.216
C2 2.002 -5.025 3.738
C3 1.161 -5.708 4.781
O1 1.965 -6.036 6.004
C4 2.815 -7.213 5.988
N1 1.280 -4.719 2.548
H1 3.206 -3.167 3.441
H2 3.294 -3.903 5.088
H3 1.952 -2.983 4.596
H4 2.810 -5.650 3.357
H5 0.512 -6.487 4.382
H6 0.492 -4.951 5.190
H7 3.096 -7.487 7.005
H8 3.747 -7.187 5.424
H9 2.202 -7.977 5.511
H10 0.522 -4.103 2.803
H11 1.964 -4.192 2.023
C5 -1.717 1.919 -5.731
C6 -1.914 0.453 -6.099
C7 -0.572 -0.265 -6.072
O2 -0.645 -1.692 -6.330
C8 0.580 -2.430 -6.412
N2 -2.863 -0.102 -5.200
H12 -0.701 2.310 -5.789
H13 -2.104 2.219 -4.757
H14 -2.428 2.377 -6.418
H15 -2.353 0.471 -7.096
H16 -0.187 -0.197 -5.054
H17 0.144 0.222 -6.733
H18 0.331 -3.410 -6.820
H19 1.050 -2.626 -5.449
H20 1.309 -2.041 -7.124
H21 -2.512 -0.299 -4.273
H22 -2.876 -1.065 -5.503
C9 -5.109 -5.499 -4.015
O3 -5.752 -5.755 -2.775
C10 -4.950 -5.250 -1.645
C11 -5.406 -5.924 -0.375
N3 -6.752 -5.627 -0.045
C12 -7.450 -6.579 0.904
C13 -8.974 -6.285 0.735
O4 -9.605 -6.698 -0.473
C14 -10.939 -6.164 -0.493
H23 -5.795 -5.677 -4.843
H24 -4.187 -6.061 -4.170
H25 -4.875 -4.439 -4.112
H26 -5.267 -4.211 -1.556
H27 -3.884 -5.321 -1.863
H28 -4.797 -5.580 0.461
H29 -5.204 -6.971 -0.601
H30 -7.331 -5.715 -0.867
H31 -7.191 -6.412 1.949
H32 -7.268 -7.628 0.668
H33 -9.054 -5.227 0.982
H34 -9.575 -6.833 1.461
H35 -11.213 -6.074 -1.544
H36 -11.075 -5.200 -0.002
H37 -11.639 -6.933 -0.165
C15 11.255 4.802 7.372
O5 11.058 3.991 8.567
C16 11.012 2.569 8.325
C17 9.602 2.034 7.913
N4 8.837 2.742 6.825
C18 7.688 2.050 6.270
C19 6.800 2.975 5.498
O6 7.384 3.491 4.326
C20 6.613 3.164 3.158
H38 12.100 4.658 6.699
H39 11.522 5.821 7.655
H40 10.379 4.966 6.744
H41 11.475 1.947 9.091
H42 11.624 2.250 7.482
H43 8.963 1.811 8.767
H44 9.880 1.037 7.572
H45 8.380 3.558 7.206
H46 7.096 1.652 7.095
H47 8.097 1.228 5.682
H48 6.731 3.853 6.140
H49 5.766 2.636 5.428
H50 7.100 3.520 2.251
H51 5.628 3.625 3.079
H52 6.680 2.078 3.091
C21 1.183 2.959 -9.886
O7 2.558 2.927 -9.668
C22 3.088 1.708 -10.181
C23 4.566 1.794 -9.854
N5 4.914 1.248 -8.503
C24 4.563 2.235 -7.488
C25 4.869 1.749 -6.099
O8 4.816 2.852 -5.145
C26 3.598 3.586 -5.100
H53 0.712 3.818 -9.408
H54 0.747 1.990 -9.643
H55 0.851 3.142 -10.908
H56 2.900 1.624 -11.252
H57 2.615 0.831 -9.740
H58 5.070 2.743 -10.035
H59 5.083 1.074 -10.488
H60 5.920 1.181 -8.551
H61 3.498 2.427 -7.618
H62 5.021 3.217 -7.605
H63 5.802 1.184 -6.087
H64 4.106 1.041 -5.775
H65 3.397 4.292 -4.294
H66 2.842 2.832 -4.881
H67 3.359 4.027 -6.067
C27 -2.532 7.206 2.887
O9 -3.295 6.394 3.255
N6 -1.410 6.948 2.294
N7 -2.731 8.454 3.041
H68 -1.090 5.992 2.365
H69 -0.904 7.643 1.764
H70 -2.023 9.049 2.636
H71 -3.644 8.786 3.319
C28 -2.364 1.898 6.514
O10 -3.232 2.368 5.774
N8 -2.417 1.727 7.821
N9 -1.161 1.487 6.189
H72 -3.187 2.042 8.393
H73 -1.704 1.213 8.318
H74 -0.828 1.631 5.247
H75 -0.483 1.078 6.817
C29 -6.528 4.372 -0.627
O11 -6.589 4.287 0.553
N10 -6.270 3.311 -1.353
N11 -6.446 5.475 -1.320
H76 -6.257 3.416 -2.357
H77 -5.939 2.489 -0.867
H78 -6.524 5.208 -2.291
H79 -6.352 6.370 -0.861
C30 -6.625 -0.719 2.400
O12 -6.486 0.460 2.809
N12 -7.656 -1.432 2.669
N13 -5.849 -1.374 1.627
H80 -8.384 -1.108 3.290
H81 -7.734 -2.342 2.239
H82 -6.107 -2.311 1.352
H83 -4.972 -0.984 1.314

These are the Löwdin partial charges, in e, on atoms 1 to 5: 0.911, -0.360, -0.301, -0.315, -0.296

---

[5]
The following is a DFT calculation (ωB97M-V/def2-TZVPD) of an isolated molecule of CH6NPS in a non-equilibrium geometry.

Its charge is 0. For the frontier orbital gap, the calculation gives 7.841 eV. The SMILES is C[S@H](=N)=P. For the relative energy (zero: lowest compared OMol25 entry of this formula, charge and spin), the calculation gives 497.7 kJ/mol. The spin multiplicity is 1. The calculation puts the total energy at -835.8127 Eh. The HOMO energy comes out at -0.2903 Eh. The value obtained for the molecular weight is 95.11 g mol⁻¹.

CARTESIAN COORDINATES (ANGSTROEM)
C1 0.420 1.223 0.422
N1 0.136 -1.683 1.165
P1 -1.166 -0.504 -1.952
S1 -0.424 -0.371 -0.002
H1 1.340 1.275 -0.147
H2 -0.248 2.025 0.133
H3 0.622 1.217 1.484
H4 0.787 -2.247 0.631
H5 0.085 -0.869 -2.411
H6 -1.554 -0.066 0.677

These are the Löwdin partial charges, in e, on atoms 1 to 5: -0.271, -0.320, 0.368, 0.439, 0.046

---

[6]
The following is a DFT calculation (ωB97M-V/def2-TZVPD) of a structure of composition C2HBiLiO2 in a non-equilibrium geometry.

Its charge is +1. For the frontier orbital gap (alpha / beta), the calculation gives 5.882 / 5.068 eV. The spin multiplicity is 1. The calculation puts the total energy at -449.0097 Eh. The HOMO energy (alpha / beta) comes out at -0.4745 / -0.4566 Eh. The value obtained for the molecular weight is 272.95 g mol⁻¹.

CARTESIAN COORDINATES (ANGSTROEM)
O1 -1.730 -0.033 0.212
C1 -0.956 0.804 -0.278
C2 0.293 0.798 -0.757
H1 0.467 0.398 -1.760
Li1 -0.629 -1.619 0.752
Bi1 1.319 0.585 1.568
O2 1.236 -0.933 0.263

These are the Löwdin partial charges, in e, on atoms 1 to 5: -0.114, -0.356, -0.157, 0.087, 0.749